(1)
Entry from the OMol25 dataset: a molecular structure, C10H14BeN3O5 at a distorted geometry (ωB97M-V/def2-TZVPD).

Summary:
net charge	+1
energy	-25695.130	eV
HOMO (alpha / beta)	-11.90 / -11.99	eV
frontier orbital gap (alpha / beta)	6.2 / 6.6	eV

```
33
C10H14BeN3O5 ωB97M-V/def2-TZVPD
O 2.8750 -0.6006 -3.3944
C 3.2295 -1.0049 -4.4271
Be 0.3417 1.2583 -1.0000
C 0.3851 3.0951 -0.3957
O -0.1503 3.8011 0.4240
C 1.9439 2.0626 -2.0142
O 2.6333 2.1881 -2.9932
C -0.4196 2.6283 -2.0585
O -0.8414 3.3733 -2.8513
C 1.8248 3.1022 -0.8966
O 2.6560 3.9229 -0.5527
H 1.3878 0.8719 -1.7040
C -3.0870 -1.0725 0.1672
N -1.8511 -1.3285 0.8902
C -2.0504 -1.8654 2.2358
C -0.7205 -0.6908 0.4939
N -0.7899 0.2221 -0.4782
N 0.4486 -0.9920 1.1054
C 0.7198 -2.2806 1.7256
C 1.6133 -0.1876 0.8330
H -3.8577 -1.7280 0.5845
H -2.9401 -1.3101 -0.8913
H -3.4213 -0.0220 0.2434
H -1.7458 -2.9224 2.2810
H -1.5082 -1.2933 3.0044
H -3.1275 -1.7975 2.4600
H -1.7525 0.3396 -0.7937
H 0.1556 -3.0983 1.2605
H 1.7880 -2.5220 1.6230
H 0.4941 -2.2649 2.8007
H 2.0759 -0.4232 -0.1365
H 1.3230 0.8721 0.8383
H 2.3678 -0.3329 1.6164
```

These are the natural (NBO) partial charges, in e, on atoms 1 to 2: O -0.570; C 0.572

***

(2)
Entry from the OMol25 dataset: a molecular structure, C22H35HgNO32PS6 at a distorted geometry (ωB97M-V/def2-TZVPD).

Summary:
net charge	0
spin multiplicity	2
energy	-168851.169	eV
HOMO (alpha / beta)	-11.21 / -11.21	eV
frontier orbital gap (alpha / beta)	6.8 / 5.6	eV

```
98
C22H35HgNO32PS6 ωB97M-V/def2-TZVPD
Hg -0.8364 -2.4953 1.6578
P -0.7948 -0.1563 0.8645
O -2.0730 -0.7840 1.6233
O -0.8369 -1.3394 -0.1803
O 0.3789 -0.6596 1.6999
O -0.9488 1.3570 0.3941
C -4.1605 1.1026 -0.6547
C -4.6013 0.6912 0.7416
O -5.8067 1.3161 1.0335
S -6.2945 2.3856 -0.1607
O -5.7858 3.7412 0.1019
O -7.7066 2.2409 -0.3476
O -5.3948 1.5740 -1.2600
H -3.7937 0.2398 -1.2108
H -3.3784 1.8583 -0.7265
H -3.8320 1.0456 1.4276
H -4.7799 -0.3568 0.9822
C -1.5796 4.1160 1.1680
C -1.4488 3.6222 2.6653
O -2.2419 4.3519 3.5485
S -3.2053 5.3662 2.6986
O -3.1961 6.6606 3.2876
O -4.5178 4.8840 2.2824
O -2.1423 5.3791 1.4725
H -2.4506 3.7060 0.6566
H -0.7083 4.1337 0.5133
H -0.4518 3.6438 3.1053
H -1.7327 2.5813 2.8207
C -1.0005 1.0726 -2.9332
C -1.0055 2.5122 -2.5313
O -0.7461 3.2244 -3.7431
S -0.7868 2.2595 -5.0782
O 0.5544 1.9934 -5.4902
O -1.6670 2.8069 -6.0661
O -1.2774 1.0269 -4.2383
H -1.8254 0.7396 -2.3034
H -0.1419 0.5142 -2.5603
H -0.1056 2.6549 -1.9331
H -1.9142 2.7951 -1.9999
C 0.9791 1.1313 4.1699
C -0.0520 1.1443 5.2926
O 0.5336 1.7584 6.4340
S 2.0086 2.4135 6.1976
O 2.8555 1.5428 7.0324
O 1.8907 3.8615 6.4208
O 1.8800 2.1470 4.5651
H 0.4574 1.2956 3.2271
H 1.4248 0.1596 3.9570
H -0.6386 0.2467 5.4882
H -0.7967 1.8945 5.0264
C 1.9332 2.3000 0.3042
C 2.5397 0.9640 -0.2443
O 3.8281 1.1967 -0.7240
S 4.3627 2.7027 -0.3394
O 4.4981 3.6456 -1.4669
O 5.4656 2.5954 0.6077
O 2.9789 3.1538 0.4732
H 1.5328 2.0918 1.2964
H 1.1354 2.6658 -0.3422
H 1.9113 0.6527 -1.0788
H 2.6330 0.1057 0.4211
C -2.7141 -2.4480 -2.8350
C -3.6652 -2.9479 -1.7662
O -4.2119 -4.1118 -2.2722
S -4.4377 -3.9490 -3.9473
O -5.7844 -3.4980 -4.2357
O -3.9456 -5.0960 -4.6824
O -3.3840 -2.5916 -4.1067
H -1.8615 -3.1263 -2.8013
H -2.4071 -1.4132 -2.6831
H -4.5360 -2.2930 -1.7363
H -3.2867 -2.9925 -0.7449
C 1.5533 -3.5280 -1.9547
C 2.0940 -2.2664 -2.3434
C 3.4054 -2.2364 -2.8155
C 4.2667 -3.3576 -2.6877
C 3.7045 -4.5041 -2.2106
C 2.3587 -4.6686 -1.9569
N 5.7025 -3.3192 -3.0145
O 6.3395 -4.3442 -2.9222
O 6.1807 -2.2996 -3.3589
H 0.5728 -3.5593 -1.5030
H 1.4519 -1.3990 -2.3024
H 3.8009 -1.2635 -3.0674
H 4.2678 -5.4252 -2.1845
H 2.0711 -5.6179 -1.5298
O 1.1260 -3.7288 1.9873
C 2.3492 -3.6137 1.8857
O 3.1965 -4.6754 1.8961
C 4.5030 -4.2074 1.5184
C 4.2897 -2.8457 0.8638
C 3.0979 -2.3413 1.6840
H 4.7801 -4.9239 0.7452
H 5.2609 -4.2639 2.2998
H 4.0384 -2.7583 -0.1932
H 5.1719 -2.2299 1.0389
H 2.3877 -1.6783 1.1899
H 3.1378 -1.9517 2.7012
```

These are the Mulliken partial charges, in e, on atoms 1 to 2: Hg 0.684; P 1.813

***

(3)
Entry from the OMol25 dataset: a gas-phase ion, C4H9NO2 (charge -2) at a distorted geometry (ωB97M-V/def2-TZVPD).

Summary:
SMILES string	N[C@@H](C[O-])CC[O-]
net charge	-2
energy relative to the best compared isomer or geometry (same formula, charge and spin)	9.7	kcal per mole
energy	-9874.930	eV
HOMO	0.98	eV
frontier orbital gap	6.4	eV

```
16
C4H9NO2 ωB97M-V/def2-TZVPD
N 0.9200 1.3151 -1.0439
C 0.0560 0.1824 -0.5310
C 0.3657 -1.0723 -1.4205
O 0.1103 -0.9018 -2.7522
C 0.2884 0.0015 0.9464
C -1.0331 0.1440 1.7942
O -0.8517 0.4203 3.1228
H 1.8217 1.0738 -0.6363
H 0.9607 1.2100 -2.0573
H -0.9370 0.4751 -0.9054
H 1.4293 -1.3880 -1.3338
H -0.2432 -1.8955 -0.9403
H 0.9612 0.7459 1.3800
H 0.7902 -0.9599 1.1037
H -1.6839 0.8608 1.2374
H -1.6504 -0.8185 1.8437
```

These are the natural (NBO) partial charges, in e, on atoms 1 to 2: N -0.877; C -0.093

***

(4)
Entry from the OMol25 dataset: 2 unconnected molecules or ions with the total composition C6H12O3 at a distorted geometry (ωB97M-V/def2-TZVPD).

Summary:
SMILES string	CC(=O)O.OC1CCC1
net charge	0
energy relative to the best compared isomer or geometry (same formula, charge and spin)	27.4	kcal per mole
energy	-12558.661	eV
HOMO	-10.06	eV
frontier orbital gap	10.8	eV

```
21
C6H12O3 ωB97M-V/def2-TZVPD
C -0.7183 1.5181 -3.3303
C 0.2305 1.7074 -2.1821
O 0.4463 2.7606 -1.6306
O 0.9873 0.5968 -1.9472
H -1.3525 0.6417 -3.1388
H -1.3374 2.4126 -3.4569
H -0.1434 1.3249 -4.2472
H 1.6278 0.8075 -1.2556
O -1.1112 -0.3524 -0.0916
C -0.5385 -0.3178 1.1911
C -0.7524 -1.5079 2.1443
C 0.6834 -1.2697 2.6659
C 0.9833 -0.4826 1.3697
H -0.6971 -1.0714 -0.6190
H -0.8819 0.6193 1.6499
H -1.5890 -1.4516 2.8532
H -0.8195 -2.4473 1.5767
H 0.6952 -0.6179 3.5492
H 1.2969 -2.1547 2.8725
H 1.3943 -1.1415 0.5902
H 1.5963 0.4258 1.4366
```

These are the natural (NBO) partial charges, in e, on atoms 1 to 2: C -0.726; C 0.804

***

(5)
Entry from the OMol25 dataset: a molecular structure, C32H54Br2ClF2IN5O10S2 at a distorted geometry (ωB97M-V/def2-TZVPD).

Summary:
net charge	+1
energy	-249789.320	eV
HOMO	-10.83	eV
frontier orbital gap	6.3	eV

```
109
C32H54Br2ClF2IN5O10S2 ωB97M-V/def2-TZVPD
C -0.9125 2.5121 -3.5655
O -1.0586 1.9347 -2.2585
C -2.4103 1.6159 -2.0798
C -2.7564 1.4542 -0.5839
F -2.5854 2.7588 -0.1080
N -1.7018 0.7087 0.1479
C -1.3507 -0.5552 -0.5566
C -2.0622 0.5566 1.4791
N -1.2330 -0.0186 2.3334
C -1.5225 -0.3333 3.7510
C -0.7018 0.5324 4.7701
C -1.2566 0.4479 6.1996
Cl -2.8442 1.2634 6.4329
C 0.1550 -0.4002 1.9689
O 0.8513 0.7892 1.6577
C 1.4461 0.8396 0.4097
C 2.1032 -0.2059 -0.2213
C 2.6577 -0.0290 -1.4775
C 3.3613 -1.1754 -2.2095
C 2.5834 1.1886 -2.1372
C 1.9616 2.2583 -1.4826
C 1.4053 2.0794 -0.2341
C 0.7185 3.2605 0.5010
C 0.3458 4.4305 -0.4223
C 1.6171 3.7166 1.7053
N -3.2466 1.0428 2.0538
I -2.8342 2.7993 3.1395
C -4.4277 1.2391 1.2142
Br -5.7636 -0.0813 1.9380
C -5.2382 2.6076 1.4420
O -6.1307 2.6587 2.2391
N -4.9802 3.8201 0.6646
C -5.1624 5.0128 1.4152
O -6.2031 5.5696 1.6104
F -4.0285 5.5789 1.9009
C -4.1934 0.9145 -0.3168
N -4.3664 -0.5278 -0.4511
C -5.2964 1.5483 -1.2165
C -5.5038 0.8794 -2.6033
C -5.8477 1.9258 -3.6989
Br -7.7662 2.3036 -3.7436
H -1.0512 3.6047 -3.4913
H -1.6133 2.0834 -4.2967
H 0.1117 2.3237 -3.9097
H -3.1064 2.3542 -2.5153
H -2.6297 0.6693 -2.6177
H -1.4408 -1.3796 0.1669
H -0.3372 -0.5376 -0.9815
H -2.0220 -0.8423 -1.3676
H -1.1128 -1.3481 3.8930
H -2.5849 -0.4124 4.0000
H -0.5337 1.5537 4.4109
H 0.2995 0.0678 4.8118
H -1.3899 -0.5991 6.4957
H -0.5500 0.9656 6.8582
H 0.2095 -1.1928 1.2173
H 0.6696 -0.8012 2.8536
H 2.1612 -1.1825 0.2683
H 2.7178 -1.4508 -3.0615
H 4.3086 -0.8111 -2.6277
H 3.4852 -2.0551 -1.5707
H 2.9958 1.3335 -3.1348
H 1.9340 3.2122 -2.0071
H -0.1670 2.8047 0.9727
H 1.2242 4.8165 -0.9545
H -0.4967 4.1847 -1.0775
H 0.0148 5.2543 0.2348
H 1.3316 3.1250 2.5914
H 1.3992 4.7670 1.9386
H 2.6822 3.5160 1.5357
H -5.6102 3.9120 -0.1270
H -3.7904 -1.0570 0.2014
H -4.0785 -0.8804 -1.3597
H -4.9523 2.5770 -1.4139
H -6.2760 1.5442 -0.7147
H -4.6761 0.2505 -2.9558
H -6.3866 0.2275 -2.5197
H -5.3195 2.8572 -3.4576
H -5.5047 1.5744 -4.6764
O 2.8390 -4.6324 -2.8910
S 1.5537 -5.1428 -3.2624
O 0.3463 -4.6029 -2.7090
O 1.5530 -6.7240 -3.0763
C 1.8867 -7.2609 -1.7811
C 0.7642 -7.0809 -0.7781
C 1.4182 -5.1272 -5.0186
H 2.8167 -6.8174 -1.4204
H 2.0714 -8.3230 -1.9311
H 0.5962 -6.0272 -0.5561
H 1.0055 -7.5862 0.1578
H -0.1706 -7.4831 -1.1697
H 2.3168 -5.5613 -5.4482
H 1.3159 -4.0883 -5.3268
H 0.5335 -5.6892 -5.3079
O 5.1009 -1.5806 3.0173
S 5.7950 -0.9614 1.9267
O 5.6481 -1.4341 0.5841
O 7.3439 -0.8767 2.2822
C 8.0368 -2.0967 2.6164
C 8.2999 -2.9595 1.3979
C 5.4643 0.7696 1.9465
H 7.4816 -2.6455 3.3794
H 8.9846 -1.7958 3.0592
H 7.3709 -3.3313 0.9666
H 8.9125 -3.8207 1.6667
H 8.8105 -2.3866 0.6233
H 5.6020 1.1466 2.9566
H 4.4308 0.9058 1.6283
H 6.1357 1.2634 1.2482
```

These are the Mulliken partial charges, in e, on atoms 1 to 2: C -1.071; O 0.191

***

Q: Which of these has the lowest energy?
A: C32H54Br2ClF2IN5O10S2

***

Q: Among the records above, which one has the lowest energy?
A: C32H54Br2ClF2IN5O10S2

***

Q: The lowest net charge belongs to which entry?
A: C4H9NO2